A cluster of 13 separate species, C59H98Cl3F9N9O12S3 in total in a non-equilibrium geometry. Source: the Open Molecules 2025 dataset; level of theory: ωB97M-V/def2-TZVPD.

The geometry in XYZ format:
```
193
Properties=species:S:1:pos:R:3
C -0.2881 1.1819 2.3676
C 0.3751 1.9633 1.1909
C -0.5678 1.9813 -0.1040
N -0.2258 1.0099 -1.2683
C -1.4681 1.0574 -2.2275
C 0.0536 -0.4775 -0.8187
C 1.4917 -0.5848 -0.7288
C 2.0086 0.2229 -1.9140
C 1.0566 1.3911 -2.0889
H -0.2852 0.0929 2.3220
H -1.3462 1.4223 2.4717
H 0.1579 1.6130 3.2639
H 1.3843 1.5872 1.0232
H 0.3520 2.9665 1.6167
H -0.4921 2.9813 -0.5312
H -1.5758 1.8319 0.2830
H -1.4775 2.0942 -2.5640
H -2.2977 0.8544 -1.5503
H -1.3727 0.2801 -2.9856
H -0.2934 -1.1835 -1.5731
H -0.3846 -0.6497 0.1644
H 1.8508 -1.5791 -0.9945
H 1.7106 -0.2948 0.2988
H 2.1273 -0.4281 -2.7802
H 3.0479 0.5175 -1.7684
H 0.7667 1.6904 -3.0962
H 1.4679 2.2492 -1.5575
C -1.9076 1.4039 -6.5967
F -3.0406 2.0808 -6.4326
F -1.7764 0.2466 -5.8536
F -1.6806 1.1421 -7.9046
S -0.4411 2.5086 -6.0446
O -0.6556 2.9368 -4.6478
O 0.6353 1.5463 -6.1161
O -0.2122 3.6239 -6.9794
C 6.4831 0.1961 -3.5849
F 6.7039 -0.8920 -4.3467
F 5.2035 0.2797 -3.3787
F 7.2647 0.0921 -2.5007
S 7.0328 1.6563 -4.6917
O 6.4631 2.8265 -4.0389
O 8.5241 1.5337 -4.6708
O 6.4561 1.4447 -6.0209
C 3.0441 3.5233 -4.2213
F 3.9881 3.8883 -3.3028
F 2.8133 2.2510 -4.2132
F 1.8817 4.2780 -3.9530
S 3.5605 3.9764 -6.0589
O 2.3427 4.2512 -6.7793
O 4.4742 5.1720 -6.0384
O 4.3154 2.8546 -6.7261
C -2.5083 -4.3489 -3.6064
Cl -2.3438 -2.7906 -2.7812
Cl -1.1095 -5.4109 -3.3596
Cl -2.7488 -4.0876 -5.3412
H -3.3644 -4.9671 -3.3364
C 4.5163 -0.4017 2.1644
C 4.9457 0.0742 3.5123
C 6.2659 0.9167 3.3309
C 6.6408 1.6166 4.6196
C 5.3950 2.5503 5.0751
C 4.1707 1.7508 5.3758
N 3.8755 0.7640 4.2596
O 2.7083 -0.0667 4.4741
C 4.3593 1.0375 6.7803
C 3.0957 2.8388 5.6252
C 5.2891 -1.2778 4.2063
H 3.7547 -1.1743 2.2697
H 5.2821 -0.9431 1.6089
H 4.0317 0.4249 1.6447
H 7.1840 0.4282 3.0044
H 6.1681 1.6779 2.5569
H 7.5114 2.2724 4.6156
H 6.7902 0.8466 5.3765
H 5.2393 3.2492 4.2532
H 5.7127 3.1141 5.9522
H 3.3610 0.7831 7.1363
H 5.0552 0.2143 6.6182
H 4.7220 1.6949 7.5705
H 3.4376 3.2191 6.5878
H 3.0784 3.7231 4.9882
H 2.0867 2.4582 5.7840
H 6.2080 -1.6843 3.7839
H 4.6671 -2.1726 4.1836
H 5.4279 -1.2456 5.2869
C -5.1649 1.1702 -0.1174
C -6.3306 0.1634 -0.0396
C -7.6876 0.9743 -0.3982
C -7.9624 1.2062 -1.8743
C -7.7505 -0.0996 -2.6312
C -6.3693 -0.9210 -2.4151
N -6.1132 -1.0469 -0.8766
O -4.9808 -1.9513 -0.4609
C -6.5482 -2.2948 -3.0431
C -5.3676 -0.1244 -3.3068
C -6.4516 -0.1121 1.4613
H -5.0537 1.5074 -1.1479
H -4.2589 0.6008 0.0903
H -5.0170 2.0056 0.5669
H -8.6515 0.6073 -0.0457
H -7.6328 1.9978 -0.0273
H -7.3669 2.0499 -2.2230
H -9.0128 1.4972 -1.8866
H -7.7710 0.0823 -3.7057
H -8.6990 -0.6359 -2.6030
H -7.3750 -2.9175 -2.7014
H -6.7308 -2.2519 -4.1168
H -5.6999 -2.9604 -2.8832
H -5.4244 0.9594 -3.2050
H -4.3651 -0.2773 -2.9071
H -5.3811 -0.2627 -4.3879
H -5.6025 -0.6573 1.8736
H -7.4102 -0.5953 1.6504
H -6.5637 0.8638 1.9335
C -0.2891 -8.5987 1.6127
C 0.5208 -7.3385 1.9560
C 1.7947 -7.5133 1.0166
C 2.5679 -6.1487 0.9550
C 1.5575 -5.0418 0.3988
C 0.3863 -4.7579 1.3808
N -0.2613 -6.1174 1.6640
O -1.5090 -6.0682 2.5114
C 0.7492 -3.8054 2.5451
C -0.6566 -4.0139 0.4421
C 0.9256 -7.3712 3.4374
H -1.0820 -8.8540 2.3157
H 0.2737 -9.5285 1.5307
H -0.7160 -8.4637 0.6189
H 2.5491 -8.2252 1.3517
H 1.5772 -8.0229 0.0779
H 3.4103 -6.1100 0.2645
H 2.8899 -5.7535 1.9185
H 1.2761 -5.2501 -0.6335
H 2.0965 -4.0974 0.3237
H 0.3617 -2.7893 2.4718
H 0.5830 -4.2311 3.5347
H 1.8098 -3.5541 2.5533
H -0.2757 -3.0421 0.1280
H -1.1219 -4.5561 -0.3810
H -1.3846 -3.5716 1.1222
H 0.7505 -6.4717 4.0276
H 2.0000 -7.4987 3.5698
H 0.4393 -8.2151 3.9266
N -3.3627 -1.7549 3.1185
C -2.7295 -2.6115 4.0215
C -1.7194 -1.9337 4.7208
C -2.0016 -0.5606 4.4411
C -2.9725 -0.4189 3.4164
H -4.0222 -1.9806 2.3875
H -2.9078 -3.6746 4.0882
H -1.0385 -2.3484 5.4493
H -1.6618 0.3326 4.9443
H -3.4571 0.3988 2.9036
N -2.1348 4.2578 3.1466
C -3.3934 3.8630 2.8544
C -3.9103 3.0154 3.8885
C -2.9241 2.9684 4.9008
C -1.8778 3.7329 4.3971
H -1.6078 4.8533 2.5239
H -3.8050 4.2069 1.9170
H -4.7863 2.3938 3.7760
H -2.9632 2.4883 5.8674
H -0.9279 3.8178 4.9040
N 1.6085 -1.4412 -5.5546
C 0.6307 -1.8526 -4.6936
C 1.1591 -2.6037 -3.6896
C 2.5600 -2.6594 -3.8824
C 2.7968 -1.8965 -5.0008
H 1.4290 -0.9483 -6.4177
H -0.4108 -1.6324 -4.8759
H 0.6060 -3.0769 -2.8918
H 3.2376 -3.1800 -3.2218
H 3.7262 -1.7092 -5.5180
N 1.7742 5.1257 0.8381
C 2.6307 4.9974 1.9166
C 3.7557 4.2311 1.5013
C 3.6082 3.9184 0.1908
C 2.4725 4.6035 -0.2461
H 0.8721 5.5796 0.8222
H 2.3031 5.4544 2.8387
H 4.6074 3.9316 2.0940
H 4.2518 3.3351 -0.4511
H 2.0107 4.6369 -1.2218
N -2.4839 4.9269 -1.2583
C -1.9627 5.1700 -2.4873
C -2.8847 5.0366 -3.5115
C -4.0004 4.4843 -2.8142
C -3.7596 4.5370 -1.4336
H -1.9807 5.2646 -0.4503
H -0.9397 5.5162 -2.4812
H -2.8412 5.3168 -4.5536
H -4.8448 4.2466 -3.4441
H -4.3623 4.3792 -0.5514
```

Computed properties:
Spin multiplicity: 5
Total energy in eV: -195267.517
Total charge: -1
<S²>: 6.033
HOMO-LUMO gap (alpha / beta) in Ha: 0.243 / 0.174

---

A structure of composition C3H5BrN2 in a non-equilibrium geometry. Source: the Open Molecules 2025 dataset; level of theory: ωB97M-V/def2-TZVPD.

The geometry in XYZ format:
```
11
Properties=species:S:1:pos:R:3
C 0.7536 -1.5567 0.2195
C -0.8876 0.5102 0.2304
C 0.9280 -0.2764 0.6763
N 0.7191 -2.7056 -0.0204
N -0.9493 0.8521 -1.0699
Br 2.3162 0.7027 -0.0849
H -1.3409 -0.3871 0.4670
H -1.0824 1.2990 0.9373
H 0.8368 -0.0728 1.7692
H -0.5242 1.6169 -1.5054
H -0.7693 0.0178 -1.6190
```

Computed properties:
Relative energy (zero: lowest compared OMol25 entry of this formula, charge and spin) in eV: 0.757
Total energy in eV: -76212.580
HOMO-LUMO gap in Ha: 0.344